{"formula": "C40H46BN11O3Ta", "method": "wB97M-V/def2-TZVPD", "e_tot_ev": -66972.157, "relative_energy_kcal_mol": 0.0, "total_charge": 3, "e_lumo_ha": -0.333, "homo_energy_ev": -15.96, "symbols": ["H", "H", "C", "N", "H", "H", "C", "C", "H", "H", "H", "C", "H", "H", "H", "N", "C", "C", "H", "H", "C", "C", "C", "H", "C", "H", "C", "C", "B", "H", "C", "N", "N", "C", "C", "C", "H", "H", "H", "H", "H", "H", "C", "H", "H", "O", "N", "H", "H", "C", "H", "H", "C", "H", "C", "H", "C", "H", "C", "H", "H", "H", "C", "N", "H", "C", "H", "N", "H", "O", "H", "C", "H", "C", "C", "C", "N", "N", "H", "C", "C", "C", "H", "C", "C", "N", "C", "H", "N", "H", "C", "C", "H", "C", "C", "O", "Ta", "H", "C", "H", "C", "H"], "positions_angstrom": [[-2.94609, 3.15969, -3.24115], [4.38588, 0.26346, -4.05840], [-1.24521, -3.14162, -0.62047], [-0.03538, -2.47810, -0.89772], [-4.87469, 2.77290, 1.03134], [3.53625, -1.16992, -3.57704], [-1.41383, -2.09831, -3.47827], [1.52376, 0.90696, 4.60536], [-3.59878, -0.23946, -3.79035], [-4.45260, -3.25893, 0.34831], [-4.31636, 0.08710, 4.50284], [0.64813, 3.72511, -4.07546], [-2.64510, -1.68968, 4.36336], [-2.02051, -2.92217, -3.10326], [2.09725, -2.76767, -2.91021], [2.22314, -0.58021, 1.24799], [3.28080, -1.36043, 1.15926], [-2.66953, 1.17030, 1.73169], [-0.38526, 5.32212, -0.90134], [-0.66638, -3.99927, 2.77794], [-1.10891, -4.47382, -1.00570], [-0.54585, -3.08483, 3.36179], [3.52057, 2.10315, 1.20908], [-3.45652, 2.95383, -1.56940], [-0.66397, -1.92215, 2.43020], [-1.65905, -1.97316, -4.53203], [-3.39349, 2.45692, -2.53709], [-0.55441, 4.87847, 0.08061], [-0.42295, 2.24756, -1.59443], [0.85048, 1.54420, 5.16185], [3.54312, -0.44146, 4.59584], [3.95642, -1.44496, 2.30539], [0.18033, 2.51000, -0.18359], [-1.73737, 0.15672, 1.67784], [-4.67211, 3.13254, 2.04182], [2.56535, 0.74359, -3.12071], [-1.25946, -3.08723, 4.17607], [3.68002, -3.14810, 0.09247], [-4.40003, 2.23291, -2.88273], [0.65102, 4.52772, -3.33837], [-0.39547, 5.65259, 0.82789], [2.04928, 4.57732, 1.49437], [-3.57710, 0.08444, 3.71414], [-5.51292, 3.71861, 2.39604], [4.56706, -1.75095, -0.49205], [-0.81802, 0.17907, 0.68358], [0.78660, 1.81418, -2.47360], [-0.90224, 3.25233, -1.99757], [-4.16849, -5.60913, -0.29526], [-2.45951, -2.67503, -0.12521], [3.65000, 1.99039, 2.28533], [0.61866, -5.42494, -1.87131], [-1.71491, -0.80639, -2.79021], [-3.76530, 3.73965, 2.06527], [2.12962, -3.00925, -1.84371], [-2.64951, 1.95099, 0.98699], [1.58384, 3.74402, 0.99601], [-2.01509, -6.43153, -1.20594], [-3.60916, 1.13197, 2.77191], [-1.59442, 4.55679, 0.12366], [4.40511, -0.16099, -2.37561], [4.79992, -1.97803, 2.45713], [-1.67209, -0.90426, 2.59266], [0.18984, -4.58988, -1.50062], [-2.61560, -1.63568, 0.12915], [3.59875, -2.07778, -0.10050], [4.40663, -0.85825, 5.09552], [1.56512, 0.70551, -2.19756], [-0.38203, 3.55242, -4.38598], [-4.55877, 2.03224, 2.94882], [3.86097, 1.20349, 0.70375], [0.76727, -3.39263, -1.40021], [2.84431, -3.82391, -1.72293], [3.27111, -0.69229, 3.25793], [3.76764, -0.14878, -3.26478], [-2.59574, 1.20369, -2.45974], [-0.92322, -0.16106, -1.91027], [1.24219, 1.69711, 0.17169], [0.41734, 1.11087, 2.78012], [1.26758, 0.65678, 3.27127], [2.39556, 1.82515, -3.96590], [-2.13777, -5.40067, -0.90405], [2.80435, 0.59592, 6.30330], [2.64360, 0.36916, 5.25856], [-2.79824, 0.00300, -3.11231], [-1.45860, 1.10136, -1.74378], [-3.49063, -3.58821, -0.01985], [-0.36078, -2.36199, -3.42179], [2.52212, -1.80769, -1.07681], [0.46539, -3.08973, 3.77188], [0.38076, 3.74631, 0.32012], [-3.33263, -4.93111, -0.39653], [4.16727, 2.92055, 0.89158], [2.11921, 2.46944, 0.84055], [-2.63611, -0.90279, 3.62465], [0.17063, -1.89803, 1.49334], [0.60876, -0.42337, -0.27769], [3.03382, 2.10330, -4.78640], [2.16919, -0.15988, 2.59330], [2.89786, -1.15083, -1.74529], [1.26411, 2.48556, -3.52842], [1.21423, 4.05711, -4.94192]], "atomic_forces_ev_per_a": [[0.0, 0.0, 0.0], [0.0, 0.0, 0.0], [-0.1, 0.0, -0.1], [-0.1, -0.1, 0.2], [0.0, 0.0, 0.0], [0.0, 0.0, 0.0], [0.0, 0.0, 0.0], [0.0, 0.0, 0.0], [0.0, 0.0, 0.0], [0.0, 0.0, 0.0], [0.0, 0.0, 0.0], [0.0, 0.0, 0.0], [0.0, 0.0, 0.0], [0.0, 0.0, 0.0], [0.0, 0.0, 0.0], [0.0, 0.1, 0.2], [-0.1, 0.0, -0.2], [0.0, -0.1, 0.1], [0.0, 0.0, 0.0], [0.0, 0.0, 0.0], [0.0, 0.0, 0.0], [0.0, 0.0, 0.0], [0.0, 0.0, 0.0], [0.0, 0.0, 0.0], [-0.1, 0.0, 0.1], [0.0, 0.0, 0.0], [0.0, 0.0, 0.0], [0.0, 0.0, 0.0], [0.1, 0.0, -0.1], [0.0, 0.0, 0.0], [0.0, 0.0, 0.0], [0.0, 0.0, 0.0], [0.0, -0.1, 0.1], [0.0, 0.0, 0.1], [0.0, 0.0, 0.0], [0.0, 0.0, 0.0], [0.0, 0.0, 0.0], [-0.1, 0.0, 0.0], [0.0, 0.0, 0.0], [0.0, 0.0, 0.0], [0.0, 0.0, 0.0], [0.0, 0.0, 0.0], [0.0, 0.0, 0.0], [0.0, 0.0, 0.0], [0.0, 0.0, 0.0], [-0.4, 0.2, 0.2], [0.0, 0.0, 0.0], [0.0, 0.0, 0.0], [0.0, 0.0, 0.0], [0.0, 0.0, -0.1], [0.0, 0.0, 0.0], [0.0, 0.0, 0.0], [0.2, -0.1, -0.1], [0.0, 0.0, 0.0], [0.0, 0.0, -0.1], [0.0, 0.0, 0.0], [-0.1, 0.1, 0.0], [0.0, 0.0, 0.0], [0.0, 0.0, 0.0], [0.0, 0.0, 0.0], [0.0, 0.0, 0.0], [0.0, 0.0, 0.0], [0.0, 0.0, 0.0], [0.0, 0.0, 0.0], [0.0, 0.0, 0.0], [0.1, 0.0, 0.1], [0.0, 0.0, 0.0], [0.1, 0.1, -0.1], [0.0, 0.0, 0.0], [0.0, 0.0, 0.0], [0.0, 0.0, 0.0], [0.1, 0.1, 0.0], [0.0, 0.0, 0.0], [0.0, 0.0, 0.0], [-0.1, -0.1, 0.1], [0.0, 0.0, -0.1], [-0.2, 0.2, 0.2], [-0.4, 0.2, 0.1], [0.1, 0.0, 0.0], [0.0, 0.1, 0.0], [0.0, 0.0, 0.0], [0.0, 0.0, 0.1], [0.0, 0.0, 0.0], [0.0, 0.0, 0.0], [0.0, 0.1, 0.0], [0.0, 0.0, 0.1], [0.0, 0.0, 0.0], [0.0, 0.0, 0.0], [-0.2, 0.0, 0.1], [0.0, 0.0, 0.0], [0.1, 0.0, 0.0], [0.0, 0.0, 0.0], [0.0, 0.0, 0.0], [0.2, -0.1, -0.1], [0.0, 0.0, 0.0], [0.2, 0.0, -0.2], [0.8, -0.7, -0.3], [0.0, 0.0, 0.0], [0.1, 0.0, 0.0], [0.1, 0.1, -0.1], [0.0, 0.0, 0.0], [0.0, 0.0, 0.0]]}

---

{"formula": "C40H46N4P2PtSi2", "method": "wB97M-V/def2-TZVPD", "e_tot_ev": -85769.867, "multiplicity": 3, "e_lumo_ha": [-0.003, -0.016], "homo_energy_ev": [-6.41, -7.76], "symbols": ["C", "C", "C", "C", "H", "C", "H", "H", "C", "H", "C", "C", "C", "H", "H", "H", "H", "C", "C", "C", "H", "H", "C", "C", "H", "C", "C", "H", "H", "H", "Pt", "C", "C", "C", "C", "H", "H", "C", "H", "C", "P", "C", "C", "C", "H", "C", "H", "C", "H", "H", "C", "H", "C", "N", "N", "H", "C", "H", "C", "C", "H", "C", "P", "C", "C", "H", "H", "H", "H", "H", "H", "N", "H", "H", "H", "H", "C", "C", "H", "H", "H", "C", "C", "C", "H", "H", "H", "H", "H", "H", "N", "Si", "H", "H", "Si"], "positions_angstrom": [[3.19964, -1.64663, -1.51258], [-4.61887, 2.73785, -0.11589], [5.03532, -3.08828, -0.89502], [5.25956, 2.36516, -1.55800], [-1.19496, 1.99488, -2.76630], [4.71619, 3.54670, -1.07919], [4.41456, -2.32650, 5.61604], [4.48238, -1.32912, 0.18744], [-1.89742, -1.47173, 4.49351], [-2.72657, -1.52107, 3.78129], [-4.73940, 1.33439, 0.01906], [3.18634, 1.21056, -1.10071], [1.40027, -0.50461, 0.42823], [-0.30410, 0.62214, 6.47028], [-5.03416, -2.47497, 0.46101], [3.44358, -4.27114, -3.64122], [0.66638, 2.37824, 2.61678], [0.30119, 0.31038, 5.61434], [3.84828, 1.27420, 2.35911], [3.80411, 3.65764, 2.65180], [-5.52217, 3.33318, -0.17437], [2.22824, -2.95286, 1.22750], [-0.77573, -0.89413, -4.35914], [4.05910, -3.67696, 3.98310], [5.31016, 4.45200, -1.06555], [2.56577, -1.60662, 2.86397], [4.74342, -3.91877, -1.97211], [-1.83021, -1.33614, 1.09511], [-6.89585, 1.34624, -0.05518], [1.62239, 2.42511, -0.27507], [-0.39167, 0.18954, 0.06644], [3.44333, -3.85037, 2.75227], [-4.94161, -1.40524, 0.31486], [4.26337, -1.96220, -0.66670], [1.89624, 0.52412, -4.78807], [3.54431, -4.78862, 2.22124], [-0.42613, -1.91011, -4.15853], [1.74913, 2.41240, 2.59456], [2.58076, 1.28615, -4.40365], [3.19053, -1.43959, 4.09837], [2.10876, -0.25187, -1.12279], [-6.01548, 0.72392, 0.03538], [2.45831, 1.22662, 2.42818], [-0.45497, 2.01771, -3.57175], [-2.68177, 1.54508, 4.70596], [2.70134, -2.81928, 2.19410], [6.27652, 2.34176, -1.92842], [-2.26299, 2.47662, -0.13920], [4.32572, 4.60240, 2.74065], [-1.32090, -2.39561, 4.39828], [2.41801, 3.62084, 2.71598], [3.10328, -0.49827, 4.62844], [-1.92997, 1.48880, 3.91462], [0.05697, -0.26566, 2.68848], [0.88154, -0.08877, -2.08018], [5.59998, 2.50794, 2.40210], [3.40444, 3.56657, -0.62170], [2.45740, -0.40874, -4.88074], [4.51968, 2.48294, 2.46606], [-3.67874, -0.85515, 0.32823], [4.63866, -4.48139, 4.41800], [2.90526, -2.49053, -2.57518], [1.52727, -0.30630, 2.14504], [-3.56047, 0.56328, 0.11939], [4.49778, 1.20292, -1.56732], [-0.90855, -0.78377, -5.43711], [-2.32324, -1.43716, 5.49864], [4.41721, 0.36226, 2.21749], [-0.97518, 2.26539, -4.50036], [1.85655, 4.53649, 2.85580], [-1.75537, -0.78793, -3.88496], [-2.56484, -1.65737, 0.47171], [-3.25376, 4.38240, -0.28025], [2.05796, -2.26618, -3.21117], [4.93556, 0.29150, -1.95404], [2.97058, 4.48418, -0.24452], [-3.39138, 3.31591, -0.17691], [2.64494, 2.41034, -0.63760], [1.02727, 1.10331, 5.41418], [-2.45284, 1.42125, 2.95563], [0.85070, -0.58842, 5.90396], [3.93281, -2.46799, 4.65701], [3.67901, -3.62117, -2.80812], [-6.10142, -0.63002, 0.15831], [1.58852, 0.82765, -5.79231], [-1.26618, 2.88532, -0.24364], [-2.74837, -2.64154, 0.57885], [0.25437, 2.82125, -3.35583], [5.85666, -3.32368, -0.23029], [-7.06678, -1.11919, 0.16399], [-2.32845, 1.17081, -0.00202], [-0.80202, 0.00184, 4.12850], [5.34424, -4.80081, -2.15425], [-1.36977, 2.42740, 3.92603], [0.41577, 0.36014, -3.64834]], "atomic_forces_ev_per_a": [[0.0, -0.1, 0.1], [-0.1, 0.0, 0.0], [0.0, 0.0, 0.0], [0.0, 0.0, 0.0], [0.0, 0.0, 0.0], [0.0, 0.0, 0.0], [0.0, 0.0, 0.0], [0.0, 0.0, 0.0], [0.0, -0.1, -0.1], [0.0, 0.0, 0.0], [-0.2, 0.1, 0.0], [0.2, 0.0, 0.0], [-0.1, 0.3, 0.1], [0.0, 0.0, 0.0], [0.0, 0.0, 0.0], [0.0, 0.0, 0.0], [0.0, 0.0, 0.0], [0.0, 0.0, 0.1], [0.1, 0.0, 0.0], [0.0, 0.0, 0.1], [0.0, 0.0, 0.0], [0.0, 0.0, 0.0], [-0.1, -0.1, 0.1], [0.0, 0.0, 0.0], [0.0, 0.0, 0.0], [0.1, 0.0, 0.0], [0.0, 0.0, 0.0], [0.0, 0.0, 0.0], [0.0, 0.0, 0.0], [0.0, 0.0, 0.0], [0.0, 0.0, 0.1], [0.0, 0.0, 0.0], [-0.1, 0.0, 0.0], [0.0, 0.0, 0.0], [0.1, 0.0, 0.0], [0.0, 0.0, 0.0], [0.0, 0.0, 0.0], [0.0, 0.0, 0.1], [0.0, 0.0, 0.0], [0.0, 0.0, 0.1], [0.2, 0.0, 0.0], [0.1, 0.0, 0.0], [0.1, 0.1, 0.0], [-0.1, 0.1, 0.0], [0.0, 0.0, 0.0], [0.0, 0.0, 0.0], [0.0, 0.0, 0.0], [0.0, 0.1, 0.0], [0.0, 0.0, 0.0], [0.0, 0.0, 0.0], [0.0, 0.0, 0.0], [0.0, 0.0, 0.0], [0.0, 0.0, 0.0], [0.0, 0.0, 0.0], [-0.2, -0.1, 0.0], [0.0, 0.0, 0.0], [0.0, 0.0, -0.1], [0.0, 0.0, 0.0], [0.0, 0.0, 0.0], [0.0, 0.1, 0.0], [0.0, 0.0, 0.0], [0.0, 0.0, 0.0], [0.0, -0.1, -0.1], [0.2, 0.0, 0.0], [0.0, 0.0, 0.0], [0.0, 0.0, 0.0], [0.0, 0.0, 0.0], [0.0, 0.0, 0.0], [0.0, 0.0, 0.0], [0.0, 0.0, 0.0], [0.0, 0.0, 0.0], [0.0, 0.0, 0.1], [0.0, 0.0, 0.0], [0.0, 0.0, 0.0], [0.0, 0.0, 0.0], [0.0, 0.0, 0.0], [0.2, -0.1, 0.0], [-0.1, 0.0, 0.0], [0.0, 0.0, 0.0], [0.0, 0.0, 0.0], [0.0, 0.0, 0.0], [0.0, 0.0, 0.0], [0.0, 0.0, 0.0], [0.0, -0.1, 0.0], [0.0, 0.0, 0.0], [0.0, 0.0, 0.0], [-0.1, 0.0, 0.0], [0.0, 0.0, 0.0], [0.0, 0.0, 0.0], [0.0, 0.0, 0.0], [-0.1, -0.3, 0.0], [0.0, 0.1, 0.0], [0.0, 0.0, 0.0], [0.0, 0.0, 0.0], [0.1, 0.2, -0.1]]}